Entry 1:
DFT (the ωB97M-V functional and the def2-TZVPD basis) results for C35H58CuF2NO13 as an isolated structure at a distorted geometry.

Values from the calculation:
LUMO level   0.414 eV
Kohn-Sham gap   7.4 eV
Highest occupied orbital energy   -7.01 eV

```
! RIJCOSX wB97M-V def2-TZVPD def2/J DEFGRID3
* xyz 0 1
Cu -0.200 0.027 0.297
C -1.256 -3.044 -3.200
C -1.798 -2.301 -2.053
O -0.888 -1.367 -1.519
H -1.129 -2.384 -4.059
H -1.847 -3.883 -3.565
H -0.279 -3.464 -2.960
H -2.087 -3.101 -1.372
H -2.690 -1.868 -2.506
C -1.668 0.419 -4.855
N -2.003 1.903 -4.779
O -1.611 2.526 -3.839
O -2.746 2.382 -5.659
H -0.777 0.206 -4.264
H -1.478 0.184 -5.903
H -2.561 -0.138 -4.573
O -1.437 -0.724 2.155
C -1.534 -1.693 2.945
O -2.410 -2.712 2.979
C -3.288 -3.019 1.897
C -2.899 -4.329 1.282
C -0.505 -1.878 4.043
H -3.318 -2.288 1.089
H -4.299 -3.196 2.262
H -3.404 -4.638 0.367
H -3.200 -5.152 1.931
H -1.849 -4.505 1.049
H 0.443 -1.858 3.506
H -0.515 -2.900 4.422
H -0.681 -1.107 4.794
O 2.210 4.306 2.749
C 2.436 3.408 3.507
O 2.887 3.607 4.779
C 2.988 4.910 5.274
C 3.203 4.849 6.769
C 2.135 1.986 3.083
H 1.993 5.340 5.158
H 3.696 5.448 4.644
H 4.228 4.640 7.075
H 2.586 3.997 7.053
H 2.961 5.804 7.236
H 3.061 1.412 3.036
H 1.794 1.994 2.048
H 1.342 1.553 3.693
O 1.770 1.142 -0.431
C 2.158 1.808 -1.414
O 3.320 2.489 -1.522
C 4.285 2.578 -0.424
C 4.980 1.264 -0.104
C 1.465 1.807 -2.774
H 3.759 2.939 0.461
H 5.033 3.337 -0.652
H 5.726 0.955 -0.836
H 4.221 0.489 -0.001
H 5.460 1.300 0.874
H 1.836 2.551 -3.479
H 0.441 2.117 -2.566
H 1.341 0.851 -3.281
O 1.883 -1.154 1.265
C 2.596 -2.116 1.504
O 2.400 -3.426 1.188
C 1.404 -3.846 0.287
C 1.244 -5.392 0.101
C 3.812 -1.953 2.390
H 1.762 -3.461 -0.668
H 0.447 -3.363 0.481
H 1.028 -5.902 1.040
H 2.183 -5.803 -0.271
H 0.421 -5.697 -0.545
H 4.531 -1.382 1.803
H 4.329 -2.911 2.441
H 3.621 -1.476 3.352
O -1.449 2.119 0.605
C -1.499 3.090 -0.189
O -2.470 3.482 -1.020
C -3.561 2.663 -1.384
C -4.512 3.388 -2.363
C -0.499 4.241 -0.032
H -4.117 2.384 -0.489
H -3.146 1.748 -1.807
H -5.368 2.765 -2.621
H -3.943 3.670 -3.250
H -4.880 4.321 -1.937
H -0.027 4.198 0.949
H -1.108 5.143 0.016
H 0.319 4.240 -0.752
F -8.433 1.157 1.427
C -7.258 0.747 0.891
C -6.109 0.728 1.716
C -4.931 0.260 1.157
C -4.867 -0.013 -0.188
C -6.027 -0.079 -0.924
C -7.197 0.355 -0.428
H -6.164 1.055 2.743
H -4.022 0.245 1.741
H -3.972 -0.265 -0.737
H -5.979 -0.353 -1.968
H -8.097 0.451 -1.017
F 5.576 -1.676 -0.835
C 4.840 -2.021 -1.908
C 3.469 -1.790 -1.775
C 2.631 -2.190 -2.806
C 3.159 -2.868 -3.943
C 4.533 -3.100 -3.994
C 5.393 -2.692 -3.000
H 3.068 -1.201 -0.964
H 1.609 -1.895 -2.619
H 2.523 -2.919 -4.814
H 4.991 -3.681 -4.781
H 6.466 -2.798 -2.939
*
```

Mulliken atomic charge list, values in e, 99 entries: 1.472, -1.179, 0.295, 0.033, 0.116, 0.402, 0.077, -0.265, -0.091, -0.568, 0.829, -0.437, -0.562, 0.043, 0.412, 0.247, -0.494, 0.590, -0.330, 0.409, -1.300, -0.661, -0.156, 0.316, 0.402, 0.423, 0.109, -0.080, 0.299, 0.305, -0.551, 0.254, -0.330, -0.217, -1.138, -0.088, 0.268, 0.339, 0.299, 0.289, 0.352, 0.275, -0.321, 0.481, 0.153, 0.388, -0.383, -0.064, -0.380, -0.218, -0.058, 0.361, 0.324, -0.347, 0.457, 0.388, -0.238, 0.026, -0.192, 0.401, -0.394, 1.204, -1.590, -1.122, -0.406, -0.320, 0.428, 0.418, 0.353, 0.150, 0.346, 0.279, -0.652, 0.543, -0.234, 0.584, -1.545, -0.938, 0.281, -0.138, 0.342, 0.344, 0.370, 0.184, 0.406, 0.180, -0.341, 0.340, -0.600, -0.178, -0.866, -0.679, -0.457, 0.459, 0.498, 0.875, 0.434, 0.440, -0.340

***

Entry 2:
DFT (the ωB97M-V functional and the def2-TZVPD basis) results for a 10-piece molecular cluster, C35H58F2O22S overall at a distorted geometry.

Values from the calculation:
Energy above the lowest of the compared OMol25 structures with the same formula, charge and spin   314.1 kJ/mol
LUMO level   0.244 eV
Kohn-Sham gap   9.3 eV
Highest occupied orbital energy   -9.02 eV

```
! RIJCOSX wB97M-V def2-TZVPD def2/J DEFGRID3
* xyz 0 1
F 6.713 0.198 0.259
C 5.735 0.254 -0.700
C 4.542 0.921 -0.432
C 3.640 1.045 -1.505
C 3.914 0.547 -2.714
C 5.040 -0.220 -2.964
C 5.956 -0.373 -1.925
H 4.291 1.370 0.518
H 2.692 1.530 -1.326
H 3.239 0.951 -3.453
H 5.152 -0.555 -3.985
H 6.871 -0.943 -1.995
F 4.625 -2.085 1.330
C 4.870 -2.750 2.474
C 6.169 -3.154 2.625
C 6.526 -3.734 3.815
C 5.556 -3.928 4.823
C 4.261 -3.551 4.566
C 3.886 -2.932 3.440
H 6.903 -3.003 1.847
H 7.572 -3.990 3.887
H 5.712 -4.362 5.799
H 3.505 -3.589 5.336
H 2.867 -2.587 3.335
C -0.211 5.327 -2.717
S -1.157 6.849 -2.995
O -1.351 7.476 -1.623
C 0.082 7.838 -3.914
H -0.537 4.556 -3.415
H -0.328 4.942 -1.704
H 0.834 5.488 -2.981
H 0.887 8.017 -3.201
H -0.272 8.832 -4.186
H 0.417 7.506 -4.897
C 3.280 -6.595 -3.491
O 2.656 -5.740 -2.517
C 2.808 -4.436 -2.614
O 3.577 -3.763 -3.285
O 1.980 -3.952 -1.683
C 1.759 -2.549 -1.609
H 2.724 -6.793 -4.407
H 3.497 -7.548 -3.009
H 4.228 -6.181 -3.836
H 2.724 -2.046 -1.542
H 1.028 -2.220 -0.871
H 1.405 -2.258 -2.598
C 1.500 -1.165 6.857
O 1.414 -0.379 5.699
C 0.171 -0.135 5.247
O -0.898 -0.653 5.709
O 0.194 0.668 4.188
C -0.992 1.101 3.547
H 0.652 -1.237 7.538
H 2.387 -1.050 7.480
H 1.754 -2.172 6.525
H -0.813 2.096 3.138
H -1.840 1.102 4.232
H -1.149 0.465 2.676
C -4.869 2.960 -0.301
O -4.435 4.295 0.045
C -3.335 4.464 0.717
O -2.478 3.659 0.991
O -3.339 5.760 1.160
C -2.096 6.314 1.691
H -5.198 2.378 0.560
H -4.086 2.424 -0.838
H -5.697 2.937 -1.010
H -1.576 5.611 2.342
H -2.368 7.145 2.342
H -1.315 6.575 0.978
C -6.007 2.334 -4.234
O -4.995 2.646 -5.135
C -3.737 2.858 -4.604
O -3.468 3.102 -3.486
O -2.813 2.774 -5.639
C -1.421 3.012 -5.306
H -6.084 3.154 -3.520
H -5.865 1.505 -3.541
H -7.018 2.341 -4.642
H -1.192 4.077 -5.265
H -0.837 2.596 -6.127
H -1.085 2.482 -4.414
C -1.323 1.627 -1.232
O -0.088 1.441 -0.526
C 0.026 0.302 0.147
O -0.683 -0.696 -0.003
O 1.094 0.461 1.049
C 1.671 -0.751 1.529
H -2.197 1.218 -0.724
H -1.206 1.119 -2.189
H -1.534 2.682 -1.404
H 2.622 -0.491 1.994
H 1.957 -1.471 0.763
H 1.086 -1.297 2.269
C -1.648 -3.349 3.352
O -0.560 -3.649 2.504
C 0.314 -4.663 2.732
O 0.312 -5.453 3.688
O 1.241 -4.614 1.787
C 2.315 -5.448 1.751
H -1.962 -2.320 3.181
H -1.315 -3.549 4.371
H -2.505 -3.986 3.130
H 3.150 -5.010 1.203
H 2.071 -6.425 1.334
H 2.691 -5.758 2.726
C -8.498 -1.250 -0.618
O -7.194 -1.836 -0.807
C -6.087 -1.153 -0.577
O -6.004 -0.068 0.040
O -5.071 -1.834 -1.108
C -3.698 -1.278 -1.047
H -9.431 -1.793 -0.765
H -8.453 -0.420 -1.324
H -8.572 -0.781 0.363
H -3.583 -0.378 -0.443
H -3.320 -1.011 -2.033
H -2.949 -1.975 -0.671
*
```

Mulliken atomic charge list, values in e, 99 entries: -0.372, 0.368, -0.437, -0.324, -0.508, -0.535, -0.429, 0.498, 0.434, 0.415, 0.425, 0.463, 0.037, 0.462, -0.836, -0.254, -0.960, -0.299, -0.014, 0.466, 0.367, 0.407, 0.301, 0.317, -0.200, 0.510, -0.616, -1.061, -0.315, 0.171, 0.510, 0.326, 0.358, 0.363, -0.735, -0.307, 0.713, -0.584, -0.225, -0.402, 0.288, 0.250, 0.339, 0.223, -0.014, 0.458, -0.751, -0.299, 0.974, -0.666, -0.292, -0.648, 0.334, 0.357, 0.208, 0.303, 0.459, 0.029, -0.129, -0.336, 0.810, -0.471, -0.390, -0.584, 0.396, -0.248, 0.258, 0.252, 0.294, 0.202, -0.570, -0.344, 0.650, -0.372, -0.352, -0.354, 0.240, 0.220, 0.332, 0.209, 0.326, 0.020, 0.075, -0.207, 0.776, -0.581, -0.455, 0.221, -0.364, 0.241, 0.125, 0.290, -0.227, -0.018, -0.644, -0.127, 0.589, -0.633, -0.112

***

Entry 3:
DFT (the ωB97M-V functional and the def2-TZVPD basis) results for C35H58IrOP2 as an isolated structure at a distorted geometry.

Values from the calculation:
Energy above the lowest of the compared OMol25 structures with the same formula, charge and spin   9.8 kJ/mol
LUMO level (alpha / beta)   -2.173 / -4.485 eV
Kohn-Sham gap (alpha / beta)   7.5 / 5.8 eV
Highest occupied orbital energy (alpha / beta)   -9.64 / -10.29 eV

```
! RIJCOSX wB97M-V def2-TZVPD def2/J DEFGRID3
* xyz 1 5
Ir -1.146 1.226 1.969
C 1.378 2.325 1.789
C 0.401 2.501 2.825
C 0.738 0.219 2.514
C 1.578 0.948 1.585
C 0.158 1.187 3.457
C 2.063 3.469 1.145
H 1.341 4.250 0.871
H 2.582 3.160 0.230
H 2.789 3.908 1.851
C 2.532 0.347 0.624
H 2.525 0.925 -0.318
H 2.260 -0.698 0.400
H 3.555 0.366 1.054
C 0.823 -1.209 2.939
H 1.636 -1.321 3.682
H 1.030 -1.900 2.109
H -0.123 -1.478 3.440
C 0.258 1.016 4.935
H 1.301 1.163 5.284
H -0.036 0.002 5.207
H -0.353 1.769 5.431
C 0.119 3.746 3.588
H 0.877 3.874 4.380
H -0.865 3.665 4.067
H 0.142 4.635 2.948
C 0.098 1.871 -2.831
C 0.143 3.162 -2.461
C -0.880 3.947 -1.677
C -1.284 3.547 -0.234
C -1.949 2.236 0.173
C -1.670 0.817 -0.045
C -0.715 0.236 -1.055
C -0.933 0.852 -2.447
H -1.785 4.133 -2.286
H -1.979 4.366 0.095
H -0.415 4.951 -1.550
H -1.945 1.306 -2.472
H 0.831 1.471 -3.554
H 0.967 3.785 -2.830
H -0.913 0.026 -3.179
H 0.336 0.350 -0.730
H -2.397 0.013 0.264
H -0.861 -0.864 -1.111
H -0.412 3.728 0.424
H -2.674 2.471 1.016
P -3.796 2.388 -1.890
C -4.061 1.859 -3.651
C -4.833 3.906 -1.934
P -4.317 0.910 0.810
C -4.794 1.116 -0.987
C -5.445 2.226 1.405
C -5.226 -0.643 1.160
H -3.888 0.780 -3.775
H -3.332 2.386 -4.284
H -5.062 2.094 -4.045
H -5.750 3.780 -2.519
H -4.244 4.702 -2.406
H -5.091 4.244 -0.931
H -6.223 -0.595 0.709
H -5.315 -0.737 2.249
H -4.677 -1.500 0.740
H -4.664 0.143 -1.493
H -5.867 1.380 -1.024
H -5.725 1.990 2.438
H -6.347 2.227 0.777
H -4.951 3.209 1.347
C 0.070 -5.362 -1.234
C 0.764 -4.335 -2.125
C 0.130 -2.944 -2.017
C 2.262 -4.354 -1.837
C 3.083 -5.153 -2.608
C 4.458 -5.236 -2.369
C 5.045 -4.444 -1.380
C 4.281 -3.618 -0.589
C 4.907 -2.809 0.523
C 4.894 -3.623 1.815
C 6.350 -2.363 0.270
C 2.824 -3.607 -0.724
O 2.103 -2.985 0.107
H 0.224 -5.090 -0.183
H 0.522 -6.348 -1.398
H -1.005 -5.434 -1.433
H 0.653 -4.645 -3.172
H 0.168 -2.600 -0.978
H 0.689 -2.227 -2.632
H -0.912 -2.953 -2.361
H 2.637 -5.735 -3.421
H 5.081 -5.895 -2.973
H 6.126 -4.473 -1.210
H 4.289 -1.912 0.651
H 5.506 -4.527 1.684
H 5.313 -3.035 2.638
H 3.873 -3.929 2.061
H 6.456 -1.810 -0.670
H 6.652 -1.701 1.094
H 7.038 -3.218 0.259
*
```

Table of Mulliken atomic charges, one value per atom, all in e: 1.340, 0.431, 0.946, 0.278, 0.928, 0.309, -1.643, 0.407, 0.375, 0.374, -0.710, 0.274, -0.382, 0.593, -1.479, 0.267, 0.186, 0.397, -1.739, 0.311, 0.423, 0.436, -2.146, 0.346, 0.417, 0.401, -0.788, -0.500, -0.727, -0.020, -1.319, -0.255, 1.209, 0.530, 0.166, 0.332, 0.594, -1.368, 0.373, 0.435, 0.750, -0.738, 0.509, -0.331, -0.703, 0.311, 1.260, -1.362, -1.395, 1.281, -1.622, -1.393, -1.264, 0.374, 0.334, 0.428, 0.431, 0.391, 0.342, 0.410, 0.412, 0.372, 0.465, 0.673, 0.434, 0.399, 0.279, -1.433, 0.482, -1.345, 0.243, -0.545, -0.970, -0.325, 0.292, 1.811, -1.407, -1.776, 0.339, -0.564, 0.269, 0.387, 0.406, 0.539, 0.043, 0.346, 0.506, 0.431, 0.381, 0.274, -0.775, 0.333, 0.382, 0.382, 0.402, 0.449, 0.395